{
  "formula": "C19H21N3O2",
  "method": "the ωB97M-V functional and the def2-TZVPD basis",
  "species": ["O", "C", "C", "C", "C", "C", "C", "C", "C", "N", "C", "C", "C", "N", "C", "C", "C", "C", "C", "C", "C", "N", "O", "C", "H", "H", "H", "H", "H", "H", "H", "H", "H", "H", "H", "H", "H", "H", "H", "H", "H", "H", "H", "H", "H"],
  "coordinates": [[-1.019, 3.489, -0.369], [-0.405, 2.487, -0.777], [-0.921, 1.576, -1.894], [0.183, 1.458, -2.993], [-0.666, 1.724, -4.273], [-1.679, 0.612, -4.558], [-2.709, 0.904, -3.371], [-2.112, 2.151, -2.616], [-1.526, 2.920, -3.750], [0.853, 2.196, -0.260], [1.464, 0.832, -0.129], [2.154, 1.297, 1.231], [1.906, 0.384, 2.333], [1.770, -0.875, 2.136], [1.464, -1.346, 3.400], [0.889, -2.738, 3.602], [0.531, -3.167, 4.899], [-0.024, -4.441, 5.044], [-0.068, -5.407, 4.026], [0.328, -5.067, 2.728], [0.774, -3.710, 2.510], [1.471, -0.398, 4.349], [1.672, 0.738, 3.644], [1.354, 2.658, 1.062], [-1.140, 0.575, -1.524], [0.967, 2.274, -2.912], [0.685, 0.467, -2.886], [0.022, 1.920, -5.119], [-1.283, -0.367, -4.273], [-2.153, 0.557, -5.579], [-2.837, 0.035, -2.824], [-3.702, 1.070, -3.667], [-2.727, 2.665, -1.910], [-0.874, 3.653, -3.303], [-2.320, 3.246, -4.427], [2.084, 0.534, -0.891], [0.674, 0.048, 0.054], [3.148, 1.524, 0.963], [0.628, -2.531, 5.722], [-0.450, -4.660, 6.055], [-0.505, -6.393, 4.372], [0.508, -5.719, 1.906], [1.082, -3.522, 1.494], [1.970, 3.572, 0.945], [0.537, 2.778, 1.833]],
  "multiplicity": 1,
  "e_homo_ha": -0.3362,
  "gap_ev": 9.46,
  "fmax_ev_per_a": 4.1,
  "relative_energy_ev": 4.744
}


{
  "formula": "C3H5O3",
  "method": "the ωB97M-V functional and the def2-TZVPD basis",
  "species": ["C", "C", "C", "O", "O", "O", "H", "H", "H", "H", "H"],
  "coordinates": [[-2.673, 0.230, -0.087], [-1.225, 0.685, -0.435], [2.912, -0.085, -0.116], [-0.677, 0.029, 0.645], [1.858, -0.709, -0.057], [-1.563, -0.660, -0.210], [-3.127, 0.246, 1.012], [-3.412, 0.073, -0.865], [3.897, -0.648, -0.369], [2.976, 1.040, 0.326], [1.033, -0.201, 0.156]],
  "multiplicity": 1,
  "e_homo_ha": -0.4810,
  "gap_ev": 6.57,
  "fmax_ev_per_a": 6.3,
  "relative_energy_ev": 8.597,
  "total_charge": 1
}


{
  "formula": "C7H6Cl3N2O3PdS5Si",
  "method": "the ωB97M-V functional and the def2-TZVPD basis",
  "species": ["Pd", "N", "C", "C", "O", "N", "C", "C", "O", "O", "H", "H", "H", "H", "H", "H", "S", "C", "S", "C", "C", "S", "S", "S", "Cl", "Si", "Cl", "Cl"],
  "coordinates": [[-0.592, 0.456, -0.729], [0.103, 1.325, 1.263], [-0.036, 0.237, 2.198], [0.369, -1.020, 1.519], [0.261, -1.138, 0.276], [0.853, -1.893, 2.318], [1.316, -3.034, 2.198], [0.753, 2.810, 4.856], [-0.236, 3.178, 5.356], [1.710, 2.323, 4.369], [1.072, 1.495, 1.044], [-0.531, 2.104, 1.514], [-1.036, 0.229, 2.539], [0.572, 0.326, 3.167], [1.654, -3.566, 3.063], [1.400, -3.525, 1.211], [1.654, -3.093, -6.618], [1.072, -2.222, -5.397], [1.619, -0.655, -4.861], [0.428, -0.372, -3.589], [-0.425, -1.498, -3.310], [-1.699, -1.319, -2.211], [-0.207, -2.868, -4.396], [0.225, 1.183, -3.004], [-1.281, 3.862, -1.342], [-2.216, 2.086, -0.734], [-3.896, 2.000, -1.887], [-2.908, 2.590, 1.188]],
  "multiplicity": 5,
  "e_homo_ha": [-0.1134, -0.2066],
  "gap_ev": [5.10, 6.27],
  "fmax_ev_per_a": 5.1,
  "total_charge": -1
}


{
  "formula": "C3H3ClS",
  "method": "the ωB97M-V functional and the def2-TZVPD basis",
  "species": ["C", "C", "C", "S", "Cl", "H", "H", "H"],
  "coordinates": [[0.933, 0.153, 0.734], [0.467, -0.808, 1.365], [-0.622, 0.897, -0.589], [-2.129, 1.194, -0.132], [-3.717, -0.352, 0.304], [1.846, 0.642, 0.514], [-0.452, -1.585, 1.605], [-0.037, 0.122, -1.109]],
  "multiplicity": 1,
  "e_homo_ha": -0.3502,
  "gap_ev": 8.22,
  "fmax_ev_per_a": 3.9,
  "relative_energy_ev": 4.566
}


{
  "formula": "C41H58AsCaN7O9P2S",
  "method": "the ωB97M-V functional and the def2-TZVPD basis",
  "species": ["Ca", "O", "C", "O", "C", "C", "C", "C", "C", "O", "C", "C", "O", "O", "H", "H", "H", "H", "H", "H", "H", "H", "C", "N", "C", "P", "O", "O", "P", "O", "N", "C", "C", "N", "C", "C", "N", "C", "C", "H", "H", "H", "H", "H", "H", "H", "H", "H", "H", "H", "H", "H", "H", "H", "H", "H", "H", "H", "H", "H", "H", "H", "H", "N", "C", "C", "C", "C", "C", "C", "C", "N", "C", "C", "N", "C", "H", "H", "H", "H", "H", "H", "H", "C", "As", "C", "C", "H", "H", "H", "H", "H", "H", "H", "H", "H", "O", "S", "C", "C", "C", "C", "C", "C", "C", "C", "C", "C", "C", "C", "H", "H", "H", "H", "H", "H", "H", "H", "H", "H"],
  "coordinates": [[0.264, 0.079, 0.237], [-0.971, -3.932, 1.440], [-0.153, -3.064, 1.132], [-0.314, -1.808, 1.308], [1.216, -3.501, 0.586], [2.347, -2.732, 1.292], [3.667, -3.500, 1.174], [4.010, -3.263, -0.318], [2.840, -2.372, -0.755], [2.575, -1.604, 0.431], [1.563, -3.213, -0.917], [0.513, -2.460, -1.752], [-0.179, -3.089, -2.549], [0.490, -1.193, -1.572], [1.296, -4.571, 0.773], [2.089, -2.380, 2.287], [4.422, -3.062, 1.826], [3.559, -4.553, 1.433], [4.962, -2.744, -0.431], [4.056, -4.184, -0.900], [3.046, -1.698, -1.583], [1.762, -4.154, -1.428], [1.760, 3.472, 3.581], [0.470, 2.825, 3.821], [-0.681, 3.665, 3.526], [0.493, 1.198, 3.571], [1.186, 0.729, 2.353], [-1.057, 0.785, 3.635], [-2.231, 0.583, 2.546], [-1.792, 0.874, 1.164], [-3.336, 1.735, 3.005], [-4.211, 2.293, 1.981], [-3.991, 1.534, 4.290], [-2.775, -0.911, 2.891], [-2.203, -1.837, 3.866], [-3.530, -1.591, 1.831], [1.184, 0.553, 4.909], [0.668, 0.877, 6.229], [1.824, -0.756, 4.817], [1.800, 4.406, 4.143], [1.909, 3.684, 2.517], [2.569, 2.827, 3.925], [-0.527, 4.633, 4.005], [-1.591, 3.221, 3.917], [-0.815, 3.822, 2.450], [-3.661, 2.388, 1.048], [-4.545, 3.283, 2.299], [-5.098, 1.670, 1.815], [-3.272, 1.181, 5.029], [-4.807, 0.806, 4.228], [-4.396, 2.486, 4.638], [-1.618, -1.298, 4.608], [-1.582, -2.574, 3.355], [-3.021, -2.349, 4.379], [-3.845, -0.877, 1.071], [-4.418, -2.058, 2.265], [-2.899, -2.351, 1.364], [0.217, 1.867, 6.219], [1.487, 0.875, 6.950], [-0.081, 0.147, 6.557], [2.202, -0.898, 3.809], [1.125, -1.564, 5.057], [2.659, -0.794, 5.519], [7.402, 0.404, -8.034], [6.842, 0.532, -7.039], [6.140, 0.694, -5.798], [4.823, 1.147, -5.799], [4.150, 1.318, -4.604], [4.786, 1.016, -3.405], [6.097, 0.553, -3.400], [6.776, 0.400, -4.594], [4.091, 1.170, -2.186], [4.621, 1.523, -0.958], [3.577, 1.515, -0.087], [2.427, 1.162, -0.746], [2.760, 0.959, -1.990], [4.335, 1.379, -6.735], [3.139, 1.702, -4.600], [6.574, 0.291, -2.466], [7.795, 0.039, -4.600], [5.661, 1.766, -0.838], [3.571, 1.717, 0.970], [2.095, 0.603, -2.760], [0.782, 5.389, 0.299], [0.094, 3.656, -0.352], [-1.770, 4.213, -0.574], [0.736, 3.876, -2.189], [0.500, 6.201, -0.373], [1.870, 5.345, 0.361], [0.390, 5.605, 1.293], [-1.857, 5.079, -1.232], [-2.177, 4.469, 0.406], [-2.334, 3.373, -0.977], [0.305, 4.764, -2.653], [0.479, 2.991, -2.766], [1.822, 3.983, -2.153], [-1.132, 1.212, -1.909], [-1.455, 0.258, -3.027], [-2.286, 1.279, -4.256], [-2.762, 0.674, -5.413], [-3.359, 1.453, -6.389], [-3.468, 2.828, -6.212], [-2.980, 3.422, -5.059], [-2.382, 2.646, -4.073], [-2.918, -0.626, -2.491], [-3.908, 0.072, -1.809], [-5.046, -0.605, -1.414], [-5.178, -1.964, -1.687], [-4.170, -2.649, -2.344], [-3.021, -1.979, -2.754], [-2.673, -0.399, -5.541], [-3.739, 0.991, -7.290], [-3.934, 3.435, -6.978], [-3.063, 4.492, -4.923], [-1.992, 3.083, -3.164], [-3.763, 1.123, -1.590], [-5.835, -0.080, -0.888], [-6.068, -2.491, -1.369], [-4.260, -3.712, -2.520], [-2.186, -2.505, -3.200]],
  "multiplicity": 1,
  "e_homo_ha": -0.2921,
  "gap_ev": 7.94,
  "fmax_ev_per_a": 0.4,
  "relative_energy_ev": 0.000
}


{
  "formula": "C6H5F2NO",
  "method": "the ωB97M-V functional and the def2-TZVPD basis",
  "species": ["C", "C", "C", "C", "C", "C", "N", "O", "F", "F", "H", "H", "H", "H", "H"],
  "coordinates": [[2.571, 1.597, -0.016], [-0.075, -0.353, 0.180], [0.017, 0.655, -1.032], [1.229, -0.478, 0.881], [2.259, 0.446, -0.696], [2.333, -0.995, 0.006], [2.623, 2.572, 0.582], [1.295, 0.436, -1.606], [3.550, -1.139, 0.567], [1.997, -2.071, -0.690], [-0.918, 0.080, 0.790], [-0.302, -1.440, -0.234], [-0.746, 0.608, -1.871], [-0.222, 1.680, -0.672], [1.334, -0.157, 1.864]],
  "multiplicity": 1,
  "e_homo_ha": [-0.3283, -0.3283],
  "gap_ev": [8.37, 8.37],
  "fmax_ev_per_a": 4.9,
  "relative_energy_ev": 1.164
}


{
  "formula": "C5H6O2S",
  "method": "the ωB97M-V functional and the def2-TZVPD basis",
  "species": ["O", "C", "C", "C", "O", "C", "C", "S", "H", "H", "H", "H", "H", "H"],
  "coordinates": [[-0.081, 2.304, 0.366], [0.112, 1.140, 0.171], [1.111, 0.532, -0.809], [0.914, -0.988, -0.649], [0.402, -1.104, 0.702], [-0.429, -0.017, 0.997], [-1.870, -0.294, 0.742], [-2.574, 0.140, -0.647], [2.163, 0.979, -0.588], [0.922, 0.861, -1.895], [0.253, -1.430, -1.339], [1.829, -1.503, -0.654], [-0.317, 0.233, 2.069], [-2.436, -0.853, 1.532]],
  "multiplicity": 1,
  "e_homo_ha": -0.3345,
  "gap_ev": 8.40,
  "fmax_ev_per_a": 2.7,
  "relative_energy_ev": 1.474
}


{
  "formula": "C4H5ClO",
  "method": "the ωB97M-V functional and the def2-TZVPD basis",
  "species": ["C", "C", "C", "C", "O", "Cl", "H", "H", "H", "H", "H"],
  "coordinates": [[1.480, 0.500, 1.138], [1.636, 0.391, -0.135], [-2.367, -0.138, -0.431], [0.839, -0.418, -1.115], [-3.399, -0.093, -1.065], [0.866, -2.068, -0.861], [1.827, 1.296, 1.760], [0.590, -0.017, 1.670], [2.449, 0.948, -0.642], [-2.557, -0.446, 0.538], [-1.365, 0.046, -0.857]],
  "multiplicity": 1,
  "e_homo_ha": [-0.3330, -0.3330],
  "gap_ev": [7.93, 7.93],
  "fmax_ev_per_a": 5.1,
  "relative_energy_ev": 4.701
}